(1)
Molecular formula: C37H29MgN2O4PS
Method: DFT, the ωB97M-V functional and the def2-TZVPD basis

Each line ends with the Mulliken charge.
CARTESIAN COORDINATES (ANGSTROEM)
1 C 0.729604 2.496596 1.647601  -0.128
2 C 1.971049 -1.957910 1.116824  -0.647
3 N -0.095023 -1.405945 -2.054982  -0.342
4 H -0.433328 -7.042689 -2.659250  0.414
5 P -0.415261 1.327455 0.843336  1.257
6 C 0.226508 -0.303964 1.373321  0.468
7 H -2.590690 4.074056 -3.729235  0.449
8 H 2.646348 -3.049776 -3.076589  0.442
9 C -0.714311 -2.413254 -1.427426  -1.097
10 H 2.962904 2.871968 4.170347  0.428
11 H 0.095236 -7.652756 2.149296  0.369
12 C 2.467571 4.387900 2.733872  -0.553
13 C -3.106412 0.746706 1.404206  0.479
14 H 1.425746 1.200912 3.213271  0.465
15 C 1.086574 -1.664157 -2.629329  -0.479
16 O -2.273549 -0.058682 -0.677717  0.039
17 O -3.842518 -1.244211 0.358743  -0.738
18 C -3.280395 2.562759 3.510832  -0.715
19 C -1.133587 -7.945962 -0.835117  -0.320
20 H 1.707994 -6.185887 0.956028  0.410
21 N -1.000849 -8.121814 0.476085  -0.597
22 C -2.084832 2.404025 2.825714  -0.908
23 C 2.366368 3.124615 3.302977  -0.629
24 C -3.096592 -0.280814 0.282043  -0.063
25 C -1.067898 5.562639 -3.521727  -0.340
26 O 1.134715 1.255660 -2.038558  -0.471
27 C 0.579478 3.483150 -2.633586  0.176
28 H -5.320152 1.920318 3.691842  0.400
29 C 0.906397 -6.674052 0.418963  0.058
30 H 3.390729 3.299462 -2.808106  0.532
31 C -0.465934 -1.181293 2.201223  -0.577
32 H -5.127160 0.269786 1.837855  0.499
33 H 3.144910 5.119176 3.155853  0.392
34 C -0.284465 -7.151264 -1.593611  0.001
35 H -1.671595 -2.176170 -0.979688  0.436
36 C 1.272066 -2.827751 1.945219  -0.480
37 C 1.500754 2.184428 2.765491  -0.072
38 H 1.981981 -0.042613 0.157056  0.332
39 C -1.568693 4.295697 -3.451214  -0.884
40 S 1.893240 -5.486447 -1.862699  -0.246
41 C 1.689991 -2.901331 -2.593053  -1.121
42 H 2.918693 -2.258065 0.686806  0.429
43 C 0.754065 -6.497991 -0.947898  0.007
44 C 0.840721 3.764469 1.078545  -0.453
45 H -3.340429 3.273707 4.324974  0.433
46 H 1.568501 -0.830279 -3.121451  0.521
47 C 1.055491 4.815834 -2.727859  -0.742
48 H -0.499746 -3.114170 3.121220  0.431
49 O -1.331954 2.043299 -2.895282  -0.873
50 H 2.079296 5.025722 -2.447531  0.356
51 H 0.253258 4.015951 0.201427  0.531
52 C 1.700940 4.708995 1.623185  -0.661
53 H 0.646160 6.853113 -3.202182  0.413
54 H -1.419799 -0.894341 2.624863  0.497
55 H 1.772530 5.691277 1.173272  0.444
56 C 0.262427 5.843871 -3.148143  -0.930
57 C -0.784321 3.200882 -2.981067  1.019
58 C -4.386199 1.805768 3.156841  -0.642
59 H -0.727463 -4.444682 -0.792382  0.451
60 C 1.484458 2.438804 -2.225671  1.342
61 H -1.223882 2.989295 3.121690  0.359
62 C -1.983573 1.507801 1.764096  0.414
63 C -0.179429 -3.685094 -1.329933  -0.462
64 C -4.289054 0.893397 2.118254  -0.692
65 C 1.052641 -3.940508 -1.915319  1.413
66 Mg -0.804944 0.616286 -1.708950  1.005
67 C 0.054856 -2.439555 2.481384  -0.882
68 H -1.705450 6.367069 -3.868984  0.385
69 H 3.038541 3.350047 -1.077749  0.321
70 H 1.678837 -3.805802 2.170385  0.401
71 C 0.004044 -7.494713 1.080607  -0.449
72 H 3.471998 1.809582 -1.835817  0.353
73 C 1.447342 -0.708933 0.826323  -0.027
74 H -1.957587 -8.466659 -1.309417  0.369
75 C 2.942090 2.747083 -1.984349  -1.720

Cartesian forces, eV/Å:
0.0042 -0.0167 0.0064
0.0042 0.0090 -0.0164
-0.0108 0.0220 0.0441
0.0087 0.0039 -0.0009
0.0139 0.0193 0.0299
0.0036 -0.0179 0.0045
0.0014 -0.0004 0.0021
0.0033 -0.0065 0.0053
0.0117 -0.0135 -0.0105
0.0012 0.0015 -0.0017
-0.0026 -0.0038 -0.0005
-0.0021 -0.0180 0.0071
0.0063 0.0106 0.0033
0.0004 -0.0020 -0.0003
0.0144 -0.0178 -0.0161
-0.0705 0.0562 -0.0260
0.0138 0.0006 0.0043
-0.0114 0.0014 0.0018
0.0147 0.0147 -0.0329
0.0035 0.0060 -0.0121
0.0075 -0.0018 0.0232
0.0151 0.0135 0.0069
0.0264 0.0202 0.0157
0.0147 -0.0264 0.0212
-0.0087 -0.0076 -0.0058
-0.0470 0.0044 0.0269
-0.0234 -0.0119 -0.0129
0.0006 0.0002 0.0017
0.0119 0.0049 -0.0065
-0.0024 0.0012 -0.0071
0.0117 -0.0075 -0.0077
-0.0020 0.0002 0.0011
-0.0005 0.0011 0.0017
-0.0362 -0.0270 0.0185
0.0003 -0.0039 0.0026
0.0187 0.0040 0.0011
-0.0129 -0.0057 -0.0110
-0.0018 0.0052 -0.0003
-0.0122 -0.0068 0.0036
0.0153 0.0174 0.0193
-0.0217 0.0213 0.0023
0.0027 -0.0033 0.0022
0.0016 0.0029 -0.0152
0.0228 0.0441 0.0224
-0.0035 -0.0003 -0.0007
0.0023 -0.0027 0.0038
0.0150 -0.0069 0.0049
0.0059 -0.0028 0.0003
0.0029 -0.0502 0.0223
-0.0056 0.0098 -0.0039
-0.0040 -0.0165 -0.0010
-0.0349 -0.0103 -0.0362
0.0050 -0.0023 0.0001
0.0009 0.0051 0.0028
0.0069 0.0027 0.0079
0.0067 0.0099 0.0063
0.0052 0.0217 0.0115
0.0093 -0.0033 0.0006
0.0025 -0.0047 0.0035
0.0203 0.0062 -0.0009
-0.0068 -0.0025 0.0014
-0.0035 -0.0432 -0.0619
0.0046 0.0162 -0.0122
-0.0028 0.0063 0.0011
-0.0103 -0.0264 -0.0004
0.0489 0.0243 -0.0839
-0.0240 0.0054 0.0029
0.0014 0.0016 0.0018
0.0080 0.0067 -0.0111
-0.0056 -0.0011 0.0004
-0.0194 -0.0076 0.0063
-0.0014 -0.0019 -0.0011
-0.0063 -0.0119 0.0088
-0.0022 0.0003 0.0075
-0.0039 -0.0093 0.0237

Values from the calculation:
highest occupied orbital energy	-7.98	eV
energy above the lowest of the compared OMol25 structures with the same formula, charge and spin	0.0	kJ/mol
LUMO level	0.005	hartree
gap between HOMO and LUMO	8.1	eV
calculated total energy	-2777.66998	hartree

=====

(2)
Molecular formula: C40H30ClCuN12O2
Method: DFT, the ωB97M-V functional and the def2-TZVPD basis

Each line ends with the Mulliken spin population.
CARTESIAN COORDINATES (ANGSTROEM)
1 N -3.331294 1.228515 2.076846  0.000
2 H -2.623929 -1.232197 0.160882  -0.001
3 H -3.496235 -1.111443 4.229276  0.000
4 C 2.489796 3.051843 1.546563  0.001
5 H -4.911033 0.001321 2.684722  0.000
6 C 2.625952 0.800741 -2.894370  -0.003
7 C -1.016704 -1.823475 -2.255950  -0.006
8 C -4.106334 -0.007371 1.944332  0.000
9 C 1.689893 3.788907 0.666849  0.000
10 N -1.377870 0.019976 1.283138  0.002
11 C 2.865581 -4.108515 2.520864  -0.001
12 H -1.452586 4.852203 -2.936825  0.000
13 H 4.344707 -0.790254 3.986309  0.000
14 H -2.135743 2.157757 3.519176  0.000
15 C -1.838995 3.939316 -3.371085  0.000
16 H -1.566016 -2.064947 1.319729  -0.001
17 C -2.734127 1.249841 3.413905  0.000
18 H -4.543862 -0.045355 0.944106  0.000
19 C 2.202842 1.649715 1.271082  -0.001
20 C 3.741215 -4.129009 3.593247  0.000
21 N -1.603806 -0.834675 -2.915779  0.003
22 C -2.720437 3.958481 -4.441061  -0.001
23 C 1.728270 5.175809 0.655360  -0.001
24 C 0.935764 2.814574 -0.110101  -0.004
25 C 3.349038 3.681397 2.435277  -0.001
26 H 3.959741 3.099720 3.113839  0.000
27 N -3.288539 -1.205189 2.150964  0.000
28 H 2.447247 -5.016400 2.105614  0.000
29 N -1.879330 0.086518 3.661043  0.000
30 H 4.958687 -3.000089 4.953414  0.000
31 C -1.368254 -3.219697 -2.480019  0.001
32 N 0.058508 3.175150 -1.033037  0.002
33 H 4.025659 -5.075770 4.036307  0.000
34 C -2.693370 -1.119126 3.486988  0.000
35 H -2.064967 -1.997360 3.652217  0.000
36 H -1.642055 2.093928 1.181673  0.000
37 H -2.986425 -5.743052 -3.998804  0.000
38 H 4.647171 0.042511 -3.243816  0.000
39 H -2.676813 1.149806 0.091223  -0.003
40 N -0.077296 -1.741827 -1.287907  0.092
41 C -2.326317 -5.222274 -3.315866  0.000
42 N 2.772430 0.668344 1.944924  0.002
43 C -1.566979 -5.964906 -2.403744  -0.001
44 H 1.107936 5.733740 -0.034186  0.000
45 C 3.068113 -1.687507 2.504856  0.000
46 C 1.689422 -2.476786 0.866019  -0.005
47 C -1.955819 1.522624 -3.426123  0.000
48 C 2.519132 -0.608326 1.696129  -0.004
49 C -0.610127 -3.961042 -1.567742  0.002
50 C 0.189594 -2.994326 -0.829047  -0.001
51 H -3.897553 2.829488 -5.834296  0.000
52 C -0.572843 2.301417 -1.785438  -0.005
53 O 1.984042 1.833925 -3.114374  0.000
54 H -1.660656 -7.044065 -2.397806  0.000
55 H 2.649869 6.884682 1.553543  0.000
56 C -1.348550 0.434979 -2.659814  -0.009
57 H -0.189972 -0.801617 2.797613  -0.002
58 N 0.994600 -3.350450 0.152966  0.001
59 H 4.053278 5.591158 3.095294  0.000
60 C 3.388988 5.065794 2.419871  0.000
61 N 1.269577 1.564057 0.287829  0.103
62 H -2.815190 -3.254815 -4.067477  0.000
63 C -2.238993 -3.841653 -3.363723  -0.001
64 N 1.724948 -1.128776 0.730656  0.096
65 H -3.216951 0.613534 -4.907953  0.000
66 C -0.700820 -5.345272 -1.519746  0.000
67 C 4.271736 -2.944532 4.117462  0.000
68 C 2.588455 5.803158 1.540306  0.000
69 C -2.242495 1.185602 1.091787  0.000
70 Cl 3.406996 -0.513650 -5.160892  0.000
71 C -3.214624 2.775278 -4.995246  0.000
72 H -0.216320 0.973124 2.740131  -0.001
73 H -3.535433 1.263738 4.157873  0.000
74 C -2.197814 -1.185833 1.166639  -0.002
75 Cu 0.736280 -0.083760 -0.623897  0.644
76 H 4.213859 1.482488 -4.226674  0.000
77 N -0.562895 0.947607 -1.688710  0.101
78 C -1.460112 2.704427 -2.872275  0.002
79 H -0.107691 -5.908842 -0.811019  0.000
80 C -2.838328 1.538370 -4.492193  -0.001
81 O 2.434483 -0.096923 -2.026160  0.002
82 C 2.535980 -2.872133 1.981216  0.002
83 H -3.033937 4.907112 -4.859929  0.000
84 C -0.826337 0.072443 2.637083  0.000
85 C 3.862584 0.548666 -3.798831  0.000
86 C 3.940402 -1.710544 3.584775  -0.001

Cartesian forces, eV/Å:
-0.0504 0.0803 -0.0212
0.0159 -0.0021 0.0012
0.0165 -0.0216 0.0029
-0.1250 0.2143 -0.1997
-0.0077 -0.0052 -0.0257
0.3908 -0.1486 -0.1959
-0.0194 0.1073 0.0676
0.0426 0.0037 0.0280
0.2023 -0.0305 0.2865
-0.0399 -0.0397 0.0274
0.0011 -0.0286 0.0463
0.0162 -0.0137 -0.0099
0.0055 -0.0069 -0.0103
-0.0079 -0.0061 0.0061
0.0388 0.0579 0.0424
0.0052 0.0114 -0.0210
-0.0008 -0.0423 -0.0329
-0.0014 0.0015 0.0102
0.1254 -0.1744 0.2700
-0.0745 -0.1051 -0.0737
0.0976 0.0794 -0.0324
-0.0050 0.0737 0.0052
-0.0555 -0.0162 -0.0702
-0.1400 -0.1904 0.0607
0.0074 -0.0271 0.0468
0.0163 0.0109 -0.0200
-0.0470 -0.0669 -0.0109
0.0185 -0.0037 0.0081
0.0313 0.0053 0.0732
-0.0160 0.0063 0.0015
0.1326 -0.2330 0.1606
0.1019 -0.0061 -0.1166
-0.0062 0.0045 -0.0053
0.0042 0.0287 -0.0250
-0.0069 0.0078 0.0013
0.0089 0.0013 -0.0178
-0.0070 0.0113 0.0104
-0.0034 -0.0323 -0.0278
0.0286 -0.0010 -0.0385
-0.2592 -0.2343 -0.1012
-0.0352 0.0078 -0.0499
-0.0935 0.1336 -0.1818
0.0078 -0.0323 0.0197
0.0130 0.0095 0.0106
-0.0861 -0.1645 -0.1306
0.0255 0.0420 0.0265
0.0846 0.2307 0.0902
0.0129 -0.0527 0.0396
-0.1449 0.0726 -0.2977
0.1602 -0.1136 0.2006
-0.0047 -0.0070 0.0139
-0.0265 -0.0300 0.2141
-0.1040 -0.0047 0.1563
0.0091 0.0056 0.0108
-0.0069 -0.0098 -0.0044
-0.1246 -0.1796 0.0165
0.0123 0.0139 -0.0201
-0.0924 0.0819 -0.1446
-0.0112 -0.0065 0.0037
0.0278 -0.0395 0.0354
0.1738 0.4798 -0.0874
-0.0070 -0.0202 0.0020
-0.0120 0.0629 -0.0298
0.0014 -0.1346 0.2295
0.0244 0.0083 -0.0169
0.0276 -0.0039 0.0818
0.0603 0.1124 0.0596
-0.0164 0.0758 -0.0222
0.0002 -0.0209 0.0501
-0.0085 -0.1574 -0.1943
-0.0014 -0.0758 -0.0140
0.0149 -0.0042 -0.0130
0.0162 0.0155 -0.0003
-0.0125 -0.0086 0.0188
-0.0476 -0.0140 0.0132
-0.0032 -0.0092 -0.0231
0.1224 0.2229 -0.3335
-0.2298 -0.1755 -0.1792
-0.0027 -0.0071 -0.0157
-0.0539 -0.0212 -0.0383
-0.0977 0.1018 -0.0293
0.1250 0.1676 0.0312
0.0100 -0.0042 0.0080
0.0055 -0.0234 0.0175
-0.1740 0.2100 0.3271
0.0273 -0.0033 0.0493

Values from the calculation:
highest occupied orbital energy (alpha / beta)	-3.81 / -3.83	eV
total charge	-1
<S²>	0.75
2S+1	2
LUMO level (alpha / beta)	0.039 / 0.040	hartree
gap between HOMO and LUMO (alpha / beta)	4.9 / 4.9	eV
calculated total energy	-4450.76806	hartree

=====

(3)
Molecular formula: C5H6N2O
Method: DFT, the ωB97M-V functional and the def2-TZVPD basis

Each line ends with the natural charge from an NBO analysis.
CARTESIAN COORDINATES (ANGSTROEM)
1 H 0.780661 -0.937567 -2.389092  0.433
2 C 1.373963 0.888169 0.432176  0.461
3 H -2.694562 0.218927 -1.328972  0.262
4 N 0.514841 -0.354174 -1.560412  -0.284
5 C -0.284881 -0.027073 2.235268  -0.445
6 H -2.383178 -1.160766 -0.169716  0.273
7 N 1.595567 0.072192 -0.821752  -0.465
8 O 2.257794 1.771529 0.512636  -0.704
9 C -1.978184 -0.517786 -1.029841  -0.454
10 C 0.310492 0.582906 1.213799  -0.261
11 C -0.707705 -0.440848 -1.141313  0.401
12 H 2.453164 0.426988 -1.201935  0.427
13 H 0.119737 -0.769358 2.903182  0.184
14 H -1.357708 0.246862 2.345972  0.173

Cartesian forces, eV/Å:
-0.4415 0.6283 0.9104
1.0694 0.3719 0.1685
0.0577 0.4924 -0.5656
-0.5371 -1.1604 0.0093
-1.0514 1.2320 -1.6091
0.6657 0.3907 -1.6531
-1.5808 -0.1271 1.9589
-0.4969 -0.4767 -0.0339
-1.3547 -1.2241 2.7127
0.1151 -0.7521 0.1974
2.6826 0.9811 -1.4025
-0.0443 0.2281 -1.3466
0.3502 -0.0654 0.2130
0.5658 -0.5186 0.4407

Values from the calculation:
highest occupied orbital energy (alpha / beta)	-6.73 / -6.73	eV
energy above the lowest of the compared OMol25 structures with the same formula, charge and spin	664.9	kJ/mol
LUMO level (alpha / beta)	-0.025 / -0.025	hartree
gap between HOMO and LUMO (alpha / beta)	6.0 / 6.0	eV
calculated total energy	-378.61769	hartree

=====

What is the formula in the second record?
C40H30ClCuN12O2